This record from OMol25 describes a 2-piece molecular cluster, C15H16N2O3 overall. The level of theory is ωB97M-V/def2-TZVPD.

Geometry as XYZ:
```
36
Properties=species:S:1:pos:R:3:lowdin_charge:R:1
C 3.5015 0.8662 0.0427 0.01
N 2.3352 1.6679 -0.3295 -0.13
C 2.5962 2.9068 -1.0660 -0.01
C 1.1329 1.2410 -0.0240 0.03
C -0.0876 1.8699 -0.4479 -0.19
C -0.3100 2.2701 -1.7876 -0.02
C -1.4784 2.9415 -2.1223 -0.06
C -2.4424 3.2165 -1.1405 -0.05
C -2.2397 2.7953 0.1823 -0.06
C -1.0844 2.1085 0.5263 0.00
H 4.3900 1.3614 -0.3527 0.09
H 3.5756 0.7860 1.1352 0.11
H 3.3981 -0.1427 -0.3777 0.11
H 3.6629 3.1183 -0.9545 0.09
H 2.3767 2.7906 -2.1348 0.10
H 2.0193 3.7520 -0.6714 0.11
H 1.0872 0.3900 0.6660 0.15
H 0.4317 2.0276 -2.5518 0.12
H -1.6458 3.2496 -3.1564 0.11
H -3.3551 3.7483 -1.4110 0.11
H -2.9909 3.0089 0.9448 0.11
H -0.8987 1.7672 1.5469 0.13
O 0.4261 -3.6822 3.7182 0.03
N -0.6095 -4.0834 3.1442 -0.33
O -1.4562 -4.8206 3.6939 0.03
C -0.8457 -3.6779 1.7836 -0.21
C -2.0193 -4.1176 1.1457 -0.06
C -2.2522 -3.7177 -0.1779 -0.12
C -1.3528 -2.9033 -0.8441 -0.03
C -0.1392 -2.3656 -0.2009 -0.47
O 0.6295 -1.5407 -0.7566 -0.13
C 0.0773 -2.8618 1.1487 0.03
H -2.7079 -4.7546 1.6948 0.10
H -3.1630 -4.0629 -0.6766 0.10
H -1.5306 -2.5979 -1.8747 0.09
H 0.9694 -2.5547 1.6855 0.10
```

Values from the calculation:
DFT total energy, a.u.: -916.23717
Gap between HOMO and LUMO, eV: 4.7
Total charge: 0